# 1
Entry from the OMol25 dataset: a 2-piece molecular cluster, C4H11INO overall in a non-equilibrium geometry (ωB97M-V with the def2-TZVPD basis set).

Last column: Löwdin charge in e.
Geometry (Å):
C 2.5022 -2.7368 -0.4773  -0.18
C -2.3949 2.0501 1.6423  -0.04
C 1.8282 -1.4475 -0.9002  -0.66
C -1.3049 0.9697 -0.2616  -0.21
N -1.8163 1.9840 0.3727  0.02
O -0.8311 1.1919 -1.4411  0.12
I 2.0643 0.1691 0.5334  0.79
H 2.0028 -2.9259 0.5253  0.09
H 2.3053 -3.5584 -1.0017  0.02
H 3.6300 -2.6818 -0.3063  0.11
H -2.7497 3.0168 1.8667  0.09
H -3.1370 1.1812 1.7537  0.14
H -1.5182 1.8905 2.3337  0.13
H 2.1641 -0.8153 -1.7264  0.01
H 0.7916 -1.5732 -1.0453  0.00
H -1.1803 0.0241 0.4137  0.18
H -1.9311 2.7821 -0.2728  0.20
H -0.4251 0.4794 -2.0086  0.18

E_HOMO ... -12.79 eV
Net charge ... +1
F_max ... 5.66 eV Å⁻¹
Energy relative to the best compared isomer or geometry (same formula, charge and spin) ... 135.4 kJ/mol
HOMO-LUMO gap ... 8.65 eV
Calculated total energy ... -15956.6009 eV

# 2
Entry from the OMol25 dataset: C19H43IrOP3S2 as an isolated structure in a non-equilibrium geometry (ωB97M-V with the def2-TZVPD basis set).

Last column: Löwdin charge in e.
Geometry (Å):
Ir 0.1226 0.3843 -0.2917  0.77
P 1.9087 1.1976 0.8280  0.66
P -1.6905 1.6816 0.0440  0.63
P 0.5644 0.9650 -2.4266  0.64
H -1.2212 -1.9933 -0.1600  0.06
C -0.4597 -1.6009 -0.8393  -0.26
C 0.9093 -1.6247 -0.3944  -0.24
H 1.1233 -2.0546 0.5901  0.06
C 2.3286 0.6384 2.5110  -0.21
C 1.7450 3.0033 0.9595  -0.22
C 3.4121 0.7328 -0.1021  -0.22
C -3.1201 0.8050 -0.6822  -0.22
C -2.2304 1.9737 1.7599  -0.23
C -1.6131 3.3578 -0.6751  -0.21
C 1.7143 -0.1453 -3.3191  -0.24
C 1.3207 2.6082 -2.6770  -0.22
C -0.9334 0.9581 -3.4692  -0.26
H -0.6891 -1.6789 -1.9090  0.06
H 1.7250 -1.6901 -1.1229  0.06
H 2.1344 -0.4347 2.6248  0.04
H 1.7340 1.1803 3.2552  0.06
H 3.3953 0.8345 2.7019  0.08
H 0.8569 3.2560 1.5536  0.05
H 1.6522 3.4661 -0.0287  0.03
H 2.6311 3.4065 1.4632  0.08
H 3.4739 -0.3605 -0.1645  0.06
H 4.2886 1.0998 0.4437  0.08
H 3.4239 1.1386 -1.1179  0.03
H -4.0146 1.4348 -0.6163  0.08
H -3.2948 -0.1186 -0.1172  0.06
H -2.9476 0.5432 -1.7315  0.03
H -3.0859 2.6643 1.7705  0.08
H -1.4224 2.4206 2.3501  0.05
H -2.5393 1.0308 2.2278  0.05
H -2.5082 3.9135 -0.3674  0.08
H -1.5757 3.3458 -1.7683  0.04
H -0.7355 3.8951 -0.2971  0.05
H 1.8702 0.2850 -4.3196  0.05
H 1.2791 -1.1474 -3.4325  0.04
H 2.6810 -0.2112 -2.8029  0.05
H 1.3731 2.7568 -3.7646  0.07
H 2.3384 2.6463 -2.2674  0.05
H 0.7115 3.4076 -2.2384  0.04
H -0.6184 1.1610 -4.5005  0.04
H -1.6565 1.7206 -3.1620  0.04
H -1.4099 -0.0295 -3.4406  0.04
C -0.5654 -2.7410 -6.9405  -0.55
C -1.7423 -2.9403 -7.6860  -0.04
C -2.0082 -4.1881 -8.2521  0.01
C -1.1048 -5.2451 -8.0809  0.05
C 0.0763 -5.0440 -7.3592  0.00
C 0.3479 -3.8030 -6.7913  -0.05
S -0.1958 -1.2000 -6.2165  1.01
H -1.4492 -0.6695 -6.1979  -0.05
H -2.4386 -2.1142 -7.8132  0.12
H -2.9225 -4.3285 -8.8272  0.14
H -1.3281 -6.2197 -8.5143  0.15
H 0.7865 -5.8640 -7.2412  0.14
H 1.2675 -3.6436 -6.2274  0.13
C -1.9322 -2.6894 3.3501  -0.23
S -0.6110 -1.5549 2.8938  0.75
C -0.7833 -0.2154 4.0741  -0.24
O 0.6676 -2.2699 3.2050  -0.53
H -2.8817 -2.1476 3.3512  0.06
H -1.7078 -3.1080 4.3375  0.08
H -1.9772 -3.4771 2.5929  0.06
H -0.0567 -0.4004 4.8751  0.08
H -0.5590 0.7251 3.5533  0.01
H -1.8146 -0.1955 4.4493  0.07

E_HOMO (spin up / spin down) ... -15.16 / -15.68 eV
Net charge ... +3
Expectation value of S² ... 6.026
F_max ... 2.27 eV Å⁻¹
Spin multiplicity ... 5
Energy relative to the best compared isomer or geometry (same formula, charge and spin) ... 0.0 kJ/mol
HOMO-LUMO gap (spin up / spin down) ... 7.56 / 3.94 eV
Calculated total energy ... -74796.5167 eV

# 3
Entry from the OMol25 dataset: a 2-piece molecular cluster, C6H13NO overall in a non-equilibrium geometry (ωB97M-V with the def2-TZVPD basis set).

Last column: Löwdin charge in e.
Geometry (Å):
C 1.9247 -0.8452 -1.1546  -0.23
C 1.7193 0.3151 -0.1199  -0.21
C 0.3421 0.4158 0.5004  -0.12
C 0.1061 0.0908 1.7684  -0.15
C -1.1711 0.1604 2.3778  -0.21
C -2.1442 -0.7049 2.0916  0.02
N 0.8328 -1.0231 -2.1686  0.00
H 1.9145 -1.8424 -0.7206  0.10
H 2.9780 -0.6787 -1.5188  0.12
H 1.7786 1.2760 -0.5741  0.08
H 2.5221 0.3815 0.6826  0.12
H -0.3846 0.6717 -0.2958  0.08
H 0.9518 -0.2724 2.5010  0.16
H -1.3045 0.8671 3.1006  0.07
H -2.0772 -1.3743 1.2472  0.06
H -3.0114 -0.8587 2.7477  0.06
H -0.1042 -1.3737 -1.9159  0.08
H 0.8856 -0.4979 -2.9712  0.02
H -0.7549 1.7850 -2.5068  0.10
H -1.1903 0.6208 -1.6846  -0.01
O -1.5868 1.4832 -1.9617  -0.12

SMILES ... C=C/C=C/CCN.O
E_HOMO ... -8.99 eV
Net charge ... 0
F_max ... 3.64 eV Å⁻¹
Energy relative to the best compared isomer or geometry (same formula, charge and spin) ... 348.4 kJ/mol
HOMO-LUMO gap ... 9.77 eV
Calculated total energy ... -9967.5639 eV